# 1
# C3H4N2O

One molecule with the formula C3H4N2O at a distorted geometry (ωB97M-V with the def2-TZVPD basis set, OMol25).

Calculated values
SMILES: [H]/N=C/OC=C=N
HOMO level (eV): -8.41
Energy (Eh): -301.3395
Energy above the lowest of the compared OMol25 structures with the same formula, charge and spin (kcal per mole): 92.73
Frontier orbital gap (eV): 8.845

XYZ file:
```
10
Properties=species:S:1:pos:R:3:forces:R:3:lowdin_charge:R:1
H -1.381 -0.364 -2.517 0.1227 0.1162 0.1856 0.0535
N -1.170 0.454 -1.941 1.5054 -0.3858 1.0643 0.1381
C -0.163 0.224 -1.190 -1.0673 0.7774 -1.5915 -0.2986
O 0.338 1.232 -0.379 -0.0191 -0.6634 -1.1785 -0.0637
C 0.073 0.910 0.937 0.0099 0.9198 0.7552 -0.1561
C 0.418 -0.259 1.414 -0.9696 3.7388 -0.6208 -0.1945
N 0.893 -1.212 1.923 2.3229 -3.7634 -0.1546 0.1716
H 0.436 -0.699 -1.178 -0.2164 0.1514 0.0891 0.1281
H -0.139 1.784 1.536 -0.8942 -0.4356 0.1648 0.1238
H 0.695 -2.070 1.396 -0.7941 -0.4553 1.2865 0.0979
```
Forces are in eV/Å.

# 2
# C10H17AsCl2F5MnNOS4SeSiTe

C10H17AsCl2F5MnNOS4SeSiTe as an isolated structure at a distorted geometry (ωB97M-V with the def2-TZVPD basis set, OMol25).

Calculated values
HOMO level (spin up / spin down) (eV): -2.50 / -2.18
Multiplicity: 2
Energy (Eh): -9879.4889
Energy above the lowest of the compared OMol25 structures with the same formula, charge and spin (kcal per mole): 9.84
Total charge: -2
⟨S²⟩: 0.997
Frontier orbital gap (spin up / spin down) (eV): 4.899 / 4.594

XYZ file:
```
45
Properties=species:S:1:pos:R:3:forces:R:3:lowdin_charge:R:1
Mn -1.253 0.707 2.597 -3.9335 -1.7191 0.2626 0.0293
S -3.967 -2.778 4.269 0.6607 -0.0779 -0.1549 -0.1650
As -3.838 -0.785 3.658 -0.6637 -0.6594 0.8365 -0.4727
S -2.755 -0.409 1.634 -0.4705 -0.2053 -0.7233 0.2469
S -2.235 0.412 4.629 0.0760 0.3465 -0.9471 0.1871
S -5.763 0.035 3.719 0.3170 0.6136 -0.4705 -0.1557
Cl 2.091 -2.979 1.693 0.3021 -0.0773 -0.1260 0.4725
C 1.355 -2.510 3.231 -0.0684 0.1370 0.0403 -0.9686
Cl -0.386 -2.245 3.080 0.3864 -0.2602 0.4866 0.4824
H 1.825 -1.579 3.542 -0.1412 -0.1328 0.0869 0.0266
H 1.526 -3.330 3.927 -0.0729 0.2496 -0.0186 0.0228
F -0.284 3.638 3.037 0.5980 -0.9282 -0.4657 -0.4485
Te 0.765 2.425 1.940 0.7225 5.8243 2.5815 1.9238
F 0.342 0.023 0.815 0.1219 -0.4015 0.6867 -0.3060
F 1.142 4.405 1.210 0.0127 -1.2519 -0.2321 -0.5816
F 2.253 2.954 3.156 -0.7707 -0.7954 -1.0508 -0.4888
F -1.380 2.258 1.297 0.7335 -1.0392 0.6820 -0.5198
O 0.288 1.144 3.252 2.0434 0.2541 0.5299 -0.7445
C 2.668 0.507 -2.317 -0.3043 0.4484 0.3268 -0.1928
Si 1.787 1.577 -0.992 0.3256 -0.3983 -1.5586 0.5448
C 1.010 3.076 -1.874 0.3360 -0.4445 0.4254 -0.1747
C 3.166 2.037 0.251 -0.5004 -0.0490 -0.2057 -0.2486
C 0.261 0.477 -0.509 0.0710 0.3475 -0.3778 -0.2771
H 3.447 1.076 -2.815 0.2139 0.1863 -0.1128 0.0132
H 1.969 0.176 -3.077 -0.2104 -0.0707 -0.1572 0.0198
H 3.132 -0.379 -1.896 0.0396 -0.1772 0.2248 0.0230
H 1.756 3.631 -2.435 0.2011 0.1163 -0.0869 0.0218
H 0.552 3.757 -1.162 -0.0383 0.1000 0.1704 0.0133
H 0.247 2.745 -2.575 -0.0826 -0.1478 -0.0621 0.0294
H 4.156 2.042 -0.205 -0.0376 -0.1510 -0.2373 0.0321
H 3.193 1.357 1.102 0.1527 -0.1500 0.0162 0.0165
H 2.981 3.036 0.642 0.1230 0.1493 0.0010 -0.0141
H 0.158 -0.426 -1.116 0.1979 0.1040 -0.0875 0.0486
H -0.684 1.028 -0.570 0.1575 0.0524 -0.1384 0.0716
Se -1.060 -2.768 0.063 -0.2790 0.0914 0.3088 0.5901
C -1.519 -2.585 -1.739 -0.0263 0.0342 0.2975 -0.7330
C -2.676 -1.917 -2.141 -0.0066 -0.0698 -0.1325 -0.1317
C -2.945 -1.816 -3.488 -0.1964 0.2233 -0.0171 -0.1907
N -2.166 -2.289 -4.455 -0.0728 -0.0267 -0.4698 0.0118
C -1.059 -2.913 -4.063 0.1326 -0.1508 -0.1353 -0.2024
C -0.695 -3.090 -2.748 -0.0153 0.0588 0.0275 -0.1518
H -3.345 -1.503 -1.400 -0.0691 0.0257 0.0138 0.0809
H -3.843 -1.316 -3.830 -0.1443 0.0980 0.0384 0.0903
H -0.434 -3.304 -4.860 0.0853 -0.0125 -0.0277 0.0868
H 0.216 -3.604 -2.479 0.0939 -0.0642 -0.0480 0.0828
```
Forces are in eV/Å.

# 3
# C16H48O16

A 8-piece molecular cluster, C16H48O16 overall at a distorted geometry (ωB97M-V with the def2-TZVPD basis set, OMol25).

Calculated values
SMILES: OCCO.OCCO.OCCO.OCCO.OCCO.OCCO.OCCO.OCCO
HOMO level (eV): -9.53
Energy (Eh): -1842.0950
Energy above the lowest of the compared OMol25 structures with the same formula, charge and spin (kcal per mole): 30.14
Frontier orbital gap (eV): 9.875

XYZ file:
```
80
Properties=species:S:1:pos:R:3:forces:R:3:lowdin_charge:R:1
O -4.764 -0.059 0.260 0.1186 -0.1833 0.2705 -0.0635
C -4.363 1.161 0.864 -0.1439 0.7392 -0.4397 -0.2455
C -5.231 1.577 2.034 -0.6117 -0.2360 0.3956 -0.2416
O -6.395 2.271 1.586 0.1328 0.5149 -0.7868 -0.0682
H -5.661 0.067 -0.066 0.0399 0.0175 -0.0760 0.0864
H -3.308 1.130 1.136 -0.0363 -0.4991 0.2210 0.0973
H -4.406 1.953 0.107 -0.0936 0.1506 0.1078 0.1266
H -4.687 2.233 2.720 0.1123 -0.0243 -0.0700 0.1066
H -5.591 0.704 2.588 0.5180 -0.1591 0.0726 0.1235
H -7.211 1.935 1.951 0.0751 -0.2791 0.2841 0.0761
O 1.803 2.443 -0.227 0.6158 -0.3985 0.5734 -0.0905
C 1.935 3.844 0.019 -0.0706 0.3238 -1.0745 -0.2184
C 1.826 4.072 1.508 0.1057 -0.5418 -0.0192 -0.2437
O 0.564 3.653 1.982 0.3485 0.2263 0.1886 -0.0642
H 1.841 2.252 -1.167 0.0984 0.2290 -0.1125 0.0960
H 2.888 4.236 -0.360 0.0741 -0.1818 0.1383 0.1190
H 1.147 4.301 -0.592 -0.0670 0.5203 0.5723 0.1220
H 2.016 5.095 1.834 -0.4184 0.2274 -0.4364 0.1219
H 2.660 3.527 1.978 -0.2040 -0.3074 0.0049 0.1117
H 0.442 2.730 1.722 -0.1928 0.0707 0.0676 0.0611
O 1.098 -0.936 -0.941 0.0904 -0.2433 0.2443 -0.0993
C -0.251 -1.147 -1.335 -0.1411 -0.2005 -0.5703 -0.2047
C -1.073 -0.215 -0.493 -0.3430 1.2065 0.9975 -0.1973
O -0.600 1.149 -0.623 0.3359 -1.1976 -0.1817 -0.0944
H 1.669 -1.616 -1.342 0.0915 0.3582 0.1148 0.0505
H -0.342 -0.916 -2.406 -0.1644 0.0341 0.1488 0.1295
H -0.546 -2.193 -1.183 -0.0933 0.1270 0.0641 0.1223
H -0.942 -0.481 0.565 0.0004 -0.2303 -0.0845 0.1122
H -2.150 -0.139 -0.646 0.0575 -0.6081 -0.5139 0.1146
H 0.356 1.015 -0.497 -0.2216 0.7789 0.0023 0.0472
O 3.000 -0.909 4.479 0.0486 -0.1206 -0.1951 -0.0558
C 3.602 -0.130 3.464 0.5322 0.3932 -0.1949 -0.2570
C 2.727 0.138 2.254 0.1346 -0.8072 0.3124 -0.2272
O 2.858 -0.996 1.391 0.0176 0.1913 -0.1563 -0.0796
H 2.945 -1.803 4.121 -0.1351 0.0403 0.1475 0.0865
H 3.951 0.816 3.887 -0.4296 -0.0309 0.3164 0.1167
H 4.527 -0.600 3.104 -0.1156 -0.1321 -0.0751 0.1199
H 3.066 1.074 1.807 -0.1602 -0.0508 -0.4027 0.1008
H 1.677 0.187 2.548 0.0163 0.4831 0.1984 0.1086
H 2.156 -0.952 0.723 0.0559 0.0105 -0.0628 0.0413
O 3.177 -2.722 -1.417 0.2412 -0.1527 -0.2730 -0.0783
C 3.795 -2.917 -2.687 0.0624 0.0733 -0.3566 -0.2241
C 3.864 -1.652 -3.530 -0.2421 -0.4847 0.3283 -0.2385
O 2.584 -1.067 -3.700 0.0536 -0.0310 0.0557 -0.0548
H 3.842 -2.849 -0.735 -0.1706 0.2243 0.1970 0.1041
H 4.807 -3.315 -2.577 -0.0450 -0.0836 0.0233 0.1268
H 3.207 -3.647 -3.257 -0.0213 -0.1421 0.1905 0.1190
H 4.289 -1.965 -4.490 0.1562 0.2511 -0.0385 0.1198
H 4.505 -0.917 -3.045 -0.0678 0.1450 -0.1298 0.1253
H 1.971 -1.761 -3.972 0.0298 0.1078 -0.1119 0.0906
O -1.523 2.105 2.921 -0.2663 -0.2424 0.3276 -0.0824
C -2.007 1.190 3.913 0.2431 -0.1992 -0.8692 -0.2195
C -0.992 0.066 3.986 0.5646 -0.2256 -0.1411 -0.2513
O -1.388 -0.980 4.856 -0.0292 0.1926 0.4571 -0.0523
H -1.878 2.973 3.131 0.1969 0.1124 -0.1840 0.0904
H -2.108 1.697 4.872 -0.1520 -0.1967 0.1226 0.1286
H -2.953 0.762 3.565 -0.1971 0.1140 0.3509 0.1008
H -0.031 0.471 4.316 -0.0897 -0.0750 0.2451 0.1189
H -0.787 -0.357 2.996 -0.2402 0.2920 -0.1740 0.1079
H -1.738 -1.717 4.355 -0.0603 0.0322 -0.1437 0.0819
O -2.446 2.196 -2.631 0.2679 -0.0455 -0.4022 -0.0708
C -2.029 3.536 -2.821 -1.0950 0.3251 0.6927 -0.2528
C -2.722 4.209 -3.989 0.2701 0.4624 -0.4441 -0.2420
O -2.002 4.027 -5.213 -0.1465 0.0246 0.0979 -0.0700
H -1.756 1.762 -2.108 -0.0320 0.0141 0.1309 0.0378
H -2.341 4.131 -1.950 0.1227 -0.0919 0.1711 0.1135
H -0.944 3.629 -2.881 0.0573 -0.0004 -0.3753 0.1197
H -2.787 5.282 -3.760 0.4201 0.0100 -0.1162 0.1101
H -3.774 3.954 -4.148 0.1150 -0.6083 0.4484 0.1223
H -2.595 3.616 -5.843 0.0853 -0.0685 -0.0790 0.0747
O 1.898 -7.069 -2.117 -0.3633 -0.0199 0.5494 -0.0557
C 1.497 -6.379 -0.924 0.4533 0.1596 -0.2046 -0.2426
C 0.743 -5.123 -1.229 -0.7925 0.6008 -0.0086 -0.2594
O -0.468 -5.325 -1.951 0.0320 -0.0332 -0.0997 -0.0634
H 1.486 -7.935 -2.054 0.2192 -0.0566 -0.3303 0.0802
H 0.890 -7.027 -0.286 0.0054 -0.0432 0.0259 0.1244
H 2.386 -6.079 -0.361 0.0608 -0.1787 0.0575 0.1181
H 1.331 -4.398 -1.798 0.1582 -0.2641 -0.0279 0.0963
H 0.486 -4.625 -0.282 0.2039 -0.1112 0.0458 0.1221
H -0.721 -6.251 -1.906 0.0137 0.0024 0.0007 0.0774
```
Forces are in eV/Å.

# 4
# C5H8O2

C5H8O2 as an isolated structure (ωB97M-V with the def2-TZVPD basis set, OMol25).

Calculated values
HOMO level (eV): -8.94
Energy (Eh): -345.6738
Energy above the lowest of the compared OMol25 structures with the same formula, charge and spin (kcal per mole): 82.29
Frontier orbital gap (eV): 9.378

XYZ file:
```
15
Properties=species:S:1:pos:R:3:forces:R:3:lowdin_charge:R:1
C -0.430 -0.406 -1.829 -0.0475 0.1048 0.0301 -0.0211
C 0.081 -0.458 -0.444 0.0145 -0.5886 0.3808 -0.2524
C 1.343 -0.796 0.238 0.1572 0.0976 -0.0301 -0.0625
C -0.071 -1.069 0.767 0.0642 -0.3248 -0.6057 -0.0914
O -0.243 1.685 -0.039 -0.1918 0.0288 0.9348 -0.0130
C -0.569 1.905 1.145 0.0916 -0.1047 -0.2768 -0.3822
O -0.494 1.075 2.134 0.1260 -0.0652 -0.7345 -0.0102
H -0.041 0.466 -2.366 -0.0717 -0.1848 0.1671 0.0898
H -1.525 -0.405 -1.858 0.2539 0.0196 0.0227 0.0912
H -0.064 -1.311 -2.340 -0.0590 0.2028 0.1738 0.1034
H 1.954 -1.574 -0.235 -0.1854 0.2324 0.0773 0.1022
H 1.924 -0.027 0.753 -0.2102 -0.1351 -0.1039 0.1032
H -0.609 -1.980 1.022 0.0634 0.2683 -0.0910 0.1212
H -0.286 -0.006 1.636 -0.0932 0.6843 0.1345 0.0873
H -0.971 2.903 1.418 0.0880 -0.2353 -0.0791 0.1343
```
Forces are in eV/Å.

# 5
# C4H6F2

One molecule with the formula C4H6F2 at a distorted geometry (ωB97M-V with the def2-TZVPD basis set, OMol25).

Calculated values
SMILES: CC(C)=C(F)F
HOMO level (eV): -9.14
Energy (Eh): -355.6671
Energy above the lowest of the compared OMol25 structures with the same formula, charge and spin (kcal per mole): 36.13
Frontier orbital gap (eV): 10.044

XYZ file:
```
12
Properties=species:S:1:pos:R:3:forces:R:3:lowdin_charge:R:1
C 0.906 -1.202 -0.029 3.7715 3.4035 -0.0724 -0.0425
C -0.086 -0.010 0.023 0.2149 -1.4105 -1.4025 -0.2818
C 0.198 1.468 0.044 4.1895 -2.4194 0.2344 -0.0352
C -1.356 -0.266 -0.137 -1.9364 1.2924 1.8457 -0.3829
F -2.271 0.726 -0.068 0.0084 0.7501 -0.6135 0.0692
F -2.094 -1.305 0.115 0.2180 -2.4431 -0.5045 0.1463
H 1.429 -1.346 -1.035 -0.7204 0.8083 1.0123 0.0903
H 0.363 -2.068 0.040 -1.0741 -2.2783 1.0189 0.0203
H 1.874 -1.075 0.726 -2.8935 -0.5332 -1.5593 0.1377
H 0.460 1.561 1.111 0.1732 0.9137 -0.3622 0.0910
H 1.202 1.429 -0.569 -1.9164 1.4640 0.9508 0.1221
H -0.624 2.088 -0.221 -0.0345 0.4524 -0.5475 0.0653
```
Forces are in eV/Å.

# 6
# C3H2N4O

C3H2N4O as an isolated structure at a distorted geometry (ωB97M-V with the def2-TZVPD basis set, OMol25).

Calculated values
HOMO level (eV): -9.22
Energy (Eh): -409.5210
Energy above the lowest of the compared OMol25 structures with the same formula, charge and spin (kcal per mole): 129.99
Frontier orbital gap (eV): 8.265

XYZ file:
```
10
Properties=species:S:1:pos:R:3:forces:R:3:lowdin_charge:R:1
C 0.852 0.975 -0.124 1.6349 2.1556 3.2455 0.0041
C -0.550 -0.746 -0.325 0.2971 -2.8416 1.8993 -0.4456
C -0.454 0.560 -0.259 -4.5722 6.6791 -0.8126 -0.2023
H 1.525 1.833 0.479 -2.3959 -1.8463 -2.5869 0.2146
H 2.608 -0.723 0.337 -4.6744 3.1108 -1.6644 0.3528
N 1.456 -0.188 -0.041 7.8972 -3.0319 1.7769 -0.0490
N -1.685 -1.286 -0.019 -1.3222 0.1412 -0.5211 0.0867
N -2.488 -0.160 0.084 -0.5511 -0.6289 -0.3890 -0.0739
N -1.915 0.955 -0.075 2.9340 0.0593 0.0255 0.0447
O 0.651 -1.219 -0.055 0.7524 -3.7973 -0.9731 0.0679
```
Forces are in eV/Å.